1.
C14H42O7S7 | the ωB97M-V functional and the def2-TZVPD basis

```
70
Properties=species:S:1:pos:R:3:forces:R:3
S -1.676 5.583 -0.525 -0.252 -0.457 -0.211
O -0.769 -0.977 0.768 -1.063 0.118 -0.756
S -0.626 -4.394 -0.099 0.373 -2.743 0.255
H 3.579 -2.473 -0.561 0.023 0.084 0.435
S -1.565 -0.135 -0.229 2.976 0.099 0.470
C -0.262 -2.241 -5.173 0.162 -1.265 -0.161
H -1.816 4.966 1.886 -0.163 0.001 -0.343
O -1.806 -3.848 -6.766 1.042 -0.176 1.608
H 0.620 6.559 -0.805 -0.154 -0.331 0.860
C -0.389 -4.149 -1.879 0.435 -0.088 -0.412
H 2.548 4.307 5.606 0.000 -0.077 0.026
C -0.784 -0.466 -1.853 -0.594 0.059 -0.417
H -0.116 -6.042 -5.618 -0.186 0.115 -0.253
C -2.410 -4.940 -0.137 0.468 0.050 -0.538
O 0.150 -5.693 0.232 -1.089 2.063 -0.502
H 0.670 -4.170 -2.136 0.341 0.084 0.730
H 2.299 3.018 3.098 -0.347 0.775 -0.014
H -1.412 -1.194 -2.367 0.202 -0.328 0.147
H -0.713 -3.157 -2.193 -0.509 -0.268 0.018
H -0.715 6.296 1.543 -0.002 0.031 -0.113
H 0.446 -2.336 -4.351 0.136 -0.132 -0.102
C -0.756 1.498 0.052 -1.718 -0.212 0.433
H -0.884 -1.375 -4.944 -0.476 -0.435 -0.251
C -1.039 5.311 1.204 0.005 -0.299 -0.591
H 0.864 -4.779 -6.416 -0.082 -0.003 -0.021
H -1.435 1.822 0.841 0.067 0.684 0.056
S 2.746 -1.957 -2.610 1.021 1.327 -1.172
H -3.876 2.373 5.310 0.238 0.247 -0.606
C -0.006 5.829 -1.318 -0.366 0.400 -0.334
S -2.335 1.415 3.639 -1.440 -1.163 -0.760
H -0.165 6.397 -2.236 -0.466 -0.527 -0.352
H -3.052 -4.150 -0.529 0.055 0.243 0.383
H 2.965 -0.774 -0.419 0.300 0.088 -0.527
O 2.307 -0.667 -3.264 -0.041 -0.888 0.588
H 0.555 4.920 -1.534 -0.246 -0.100 0.192
H 0.254 -2.109 -6.124 0.049 0.151 0.098
H -0.438 -0.166 3.362 0.195 0.763 -0.173
H 1.871 2.940 6.578 0.025 -0.177 -0.293
H 1.202 4.540 6.742 -0.119 0.103 -0.215
H 1.856 -2.126 -0.410 -0.112 -0.042 -0.121
O -2.422 4.390 -1.137 1.778 1.246 1.078
S 0.444 3.603 4.715 0.263 1.296 -1.592
C 2.795 -1.767 -0.833 0.004 -0.527 0.412
H 1.919 1.691 4.046 -0.535 -0.182 0.471
C 0.327 -5.052 -5.507 -0.668 0.411 -0.418
H -3.413 0.761 5.648 0.210 -0.244 -0.081
H 0.220 1.408 0.529 0.133 -0.429 -0.656
H -2.292 2.079 6.031 0.228 0.048 -0.288
H -0.493 0.811 4.991 0.700 0.250 -0.570
H -2.696 -5.288 0.855 0.166 0.462 0.066
H 0.783 2.140 2.768 -0.156 0.215 0.171
C -3.010 1.711 5.298 -0.344 -0.399 0.570
H 4.724 -2.058 -4.028 -0.260 0.279 0.070
H -0.795 0.390 -2.527 -0.100 0.343 0.330
O 0.287 4.978 4.042 0.282 -2.037 0.913
H 0.256 -0.780 -1.765 -0.220 -0.079 0.282
O -3.412 0.585 2.927 1.643 1.157 0.937
H -2.551 -5.789 -0.805 0.514 -0.072 -0.115
S -1.174 -3.890 -5.382 0.316 0.699 -0.847
H 5.012 -2.938 -2.549 -0.282 -0.228 0.092
C 1.434 2.531 3.549 0.431 0.069 0.405
H -0.189 4.631 1.262 -0.079 -0.052 -0.171
H -1.413 -0.554 4.707 -0.650 -0.098 -0.152
C 4.577 -2.022 -2.949 -0.262 -0.504 0.459
C -1.000 0.301 4.172 -0.830 -0.677 1.007
H 1.030 -5.154 -4.680 -0.279 0.673 0.309
H -0.866 2.162 -0.805 0.199 0.037 0.146
H 5.139 -1.211 -2.485 -0.410 0.328 -0.160
C 1.650 3.853 6.025 0.196 0.094 0.084
H -0.757 -4.981 -2.480 -0.679 0.147 0.185
```
Positions in Å, forces in eV/Å.

Its energy above the lowest of the compared OMol25 structures with the same formula, charge and spin is 56.5 kcal per mole. Its total energy is -3872.294343 hartree. As for the charge: 0. Its LUMO energy is 0.0025 Eh.

2.
C6H10 | the ωB97M-V functional and the def2-TZVPD basis

```
16
Properties=species:S:1:pos:R:3:forces:R:3
H -1.551 -2.565 0.035 -0.399 -0.160 -0.215
C 0.458 -1.102 -0.111 -0.031 0.137 -0.111
H 1.569 1.471 -1.120 -0.060 0.133 0.117
H 1.485 -0.172 1.421 0.071 -0.070 -0.267
H -1.641 -1.987 -0.454 -0.289 -0.863 0.339
C 1.047 1.239 -0.187 0.142 0.166 0.054
C -1.512 0.494 0.364 -0.245 0.017 0.088
C -0.652 -0.414 -0.448 0.388 0.136 0.001
H 0.526 -2.179 0.036 -0.148 0.252 0.331
H -0.804 1.501 -1.450 0.126 -0.014 0.206
H 2.570 -0.393 0.054 -0.052 0.132 -0.076
H -2.552 0.713 0.137 0.146 0.021 -0.124
C -0.418 1.034 -0.542 0.155 0.233 -0.020
H -1.295 0.453 1.433 -0.147 -0.138 -0.209
H 1.232 2.049 0.519 0.153 -0.038 -0.003
C 1.538 -0.141 0.314 0.190 0.055 -0.110
```
Positions in Å, forces in eV/Å.

Its energy above the lowest of the compared OMol25 structures with the same formula, charge and spin is 104.3 kcal per mole. Its total energy is -234.436292 hartree. As for the charge: 0. Its LUMO energy is 0.0244 Eh.

3.
C36H90N6Na3O16P | the ωB97M-V functional and the def2-TZVPD basis

```
152
Properties=species:S:1:pos:R:3:forces:R:3
H 3.599 4.828 -0.793 0.538 -0.284 0.637
H -0.669 -3.081 -4.378 0.319 0.268 0.209
H 1.784 -0.760 4.625 0.085 0.974 -0.309
H 2.813 -4.930 -2.581 -0.511 -0.163 -0.580
H -2.241 -4.931 -7.927 -0.212 -0.260 -0.093
O -3.003 6.208 -1.480 -1.818 -0.013 -0.287
H 0.350 1.041 8.649 -0.170 0.088 -0.106
H -3.427 -4.326 -4.511 -0.174 0.046 0.207
H 0.070 5.325 -0.943 0.437 -0.650 -0.527
C 2.826 -3.845 -2.475 1.455 -1.201 0.617
H -3.537 2.337 -3.997 0.285 0.658 -0.940
H 2.943 -2.075 0.528 0.103 -0.558 -0.580
C 3.151 -1.015 -3.026 1.051 1.683 2.179
H -2.390 2.280 1.438 0.349 1.434 1.146
H 1.020 1.674 5.307 0.031 -0.008 -0.769
C -1.050 -4.163 -2.108 -2.688 0.310 0.700
H -0.513 2.607 5.426 0.224 0.312 -0.426
C -4.199 6.541 -0.716 0.765 -0.906 -2.083
H 5.647 -2.683 0.520 0.375 0.108 0.207
N 4.264 -0.577 0.413 1.896 0.469 0.819
H 2.322 -4.045 1.261 0.458 0.522 0.048
Na 0.532 1.848 1.440 0.206 -0.252 -0.090
H 3.340 -0.279 0.136 -0.013 2.033 -0.015
Na 0.134 1.260 -2.615 0.377 0.205 -0.499
H -1.118 -4.088 2.599 -0.682 0.249 -0.680
H 2.309 -3.672 -1.532 -0.705 0.735 -0.227
H 4.477 2.010 0.534 -0.041 0.933 0.170
C 5.424 1.581 0.863 0.097 -0.851 0.293
C -4.698 0.973 -0.245 1.740 -1.700 -1.469
C -3.473 2.366 1.347 1.237 -0.261 0.894
C -1.972 5.740 -0.654 0.501 0.041 -1.455
H -1.925 -6.187 -6.742 0.678 0.208 0.657
H 3.306 -4.953 2.471 0.273 0.519 0.195
H -0.216 -0.306 2.484 -0.908 0.289 -0.783
H 0.234 -3.613 1.547 0.242 -0.209 0.775
H 1.229 -1.849 -2.669 -0.122 0.281 -0.057
C 4.354 4.786 -1.578 -0.022 -0.040 -2.040
H 4.296 0.998 -1.514 1.158 0.204 -0.575
H -0.981 3.130 -1.352 0.635 -0.783 0.282
O -1.479 1.802 -4.237 -0.650 -0.227 -1.452
H 7.268 3.863 2.126 -0.085 0.587 -0.010
H -1.796 -4.957 -2.112 -0.139 -0.184 0.035
H -5.005 -3.522 0.295 -0.088 0.025 -0.235
O 4.644 3.478 -2.080 -0.728 0.349 1.233
C -1.814 1.058 -5.428 1.077 0.380 -0.610
H 4.263 1.225 -3.407 1.036 -0.046 0.510
C -4.168 2.475 2.785 1.119 -0.052 -2.430
H 0.091 -3.119 -0.751 0.102 0.505 0.318
H 0.210 -2.140 5.352 0.348 -0.493 0.224
H -2.676 1.157 0.031 0.275 -0.194 -0.194
H -5.335 1.828 -0.472 -0.320 0.289 0.869
H -1.110 -2.157 -2.335 0.114 0.863 0.144
C -5.624 -2.626 0.329 0.895 0.096 1.650
H -4.296 0.791 -1.242 0.128 -0.156 -0.477
H -4.664 3.823 5.171 -0.426 0.132 -0.268
N -1.789 -2.878 -2.533 1.552 -4.255 -1.162
C -2.293 3.559 -2.693 -0.626 2.136 -1.243
H 4.028 -0.888 -3.661 -0.458 -0.312 -0.735
C -0.796 0.776 4.179 2.550 -0.154 0.974
H -3.103 3.583 -1.964 0.062 -0.415 0.761
H 2.705 2.830 -1.457 0.198 0.427 0.679
H -5.901 -0.122 1.052 -0.049 -0.612 0.496
N -0.944 3.751 -2.148 -0.836 -0.126 1.909
C -3.672 3.546 4.813 -0.359 -0.469 1.549
C -2.559 2.326 -3.516 -0.702 -1.386 2.154
O 6.167 2.285 1.855 -1.559 -0.133 -0.229
H -5.218 2.698 2.597 -0.329 -0.209 0.494
H 6.068 1.501 -0.013 -0.090 -0.197 -0.283
H -1.271 -0.102 4.617 -1.009 0.598 0.340
H -4.521 5.645 -0.186 0.371 0.345 1.128
H 6.903 3.551 0.452 -0.168 0.328 -0.339
C 0.337 -2.166 4.270 -1.197 -1.323 -0.053
C -0.067 1.615 5.364 -1.223 -0.871 1.024
O -1.296 -4.125 0.409 -1.229 -0.518 0.050
C -2.465 -5.256 -6.911 -0.550 0.345 -0.505
H -2.421 5.056 0.067 0.513 -0.146 0.448
C 1.064 -0.952 3.830 -0.209 1.330 -1.919
H -0.687 -2.225 3.902 -0.281 0.276 -0.366
H -5.860 -2.443 1.377 -0.101 -0.260 0.354
H -6.602 -2.828 -0.110 0.241 0.633 -1.031
H 1.243 -4.489 5.704 0.340 1.212 0.179
H 4.535 0.338 2.370 -0.511 0.082 0.112
H -0.837 0.905 -5.886 -0.040 -0.475 0.047
H -0.825 5.615 -2.512 0.358 1.473 0.575
P -0.201 0.058 -0.328 2.047 -0.649 -0.202
O -4.782 -1.523 -0.042 -1.054 0.419 -0.869
H -6.360 -0.207 -0.611 -0.159 -0.741 -0.337
H 3.876 -3.707 -2.220 0.262 0.537 -0.019
H -1.586 6.671 -0.240 0.570 -0.328 0.967
H 5.660 4.335 1.499 -0.343 -0.234 -0.010
H 6.004 -0.231 1.699 -0.106 -0.817 -0.387
O -0.777 -0.574 0.967 -0.183 -0.647 -1.531
H -3.514 -5.541 -6.830 -0.341 0.130 -0.093
H -1.390 1.461 3.574 -0.652 -0.236 0.446
N 2.673 0.311 -2.558 -0.142 1.139 -1.512
H -3.488 2.557 5.232 0.144 -0.327 0.106
C 3.207 -4.661 1.426 1.364 -1.245 -1.458
H -1.812 -5.094 -4.446 -0.307 -0.437 0.324
H 5.296 5.320 -1.451 -0.138 -0.219 0.688
O 4.477 -4.234 0.785 -2.337 0.763 1.988
C 5.047 0.208 1.417 0.016 1.037 -1.127
O 2.458 -3.202 -3.656 -1.103 0.562 -0.112
O -0.496 -0.706 -1.671 0.332 0.369 1.914
H -0.342 -4.419 4.886 -0.206 -0.637 0.467
C -0.587 -4.319 1.675 0.994 0.698 -2.014
H -3.983 1.545 3.322 -0.340 -0.233 -0.013
H 1.615 1.367 7.472 0.173 -0.046 -0.189
H -5.006 6.587 -1.448 0.116 0.725 -0.221
O -0.804 1.457 -0.509 -0.849 1.247 0.418
C -1.695 -3.038 -4.013 -1.194 1.885 -0.818
H -2.990 4.222 5.328 0.263 0.175 -0.563
H 2.887 3.097 -3.144 0.040 0.372 -0.359
H -2.351 0.111 -5.367 0.183 -0.155 1.036
H 1.576 -1.248 2.914 0.475 0.013 0.211
H 3.030 -5.591 0.886 -0.286 -0.136 0.059
H -4.034 7.500 -0.225 -0.361 -0.346 0.586
H -3.673 3.176 0.646 -0.412 0.852 0.548
C 0.739 -4.406 4.742 -0.590 -1.788 -0.951
C 3.802 1.336 -2.425 -1.476 -2.871 -0.118
H -2.819 1.639 -2.711 0.353 -1.035 0.062
N -3.518 1.161 0.589 -2.501 -1.099 -0.032
O -0.320 1.062 6.713 0.193 -0.398 -0.894
H -2.362 1.577 -6.214 -0.263 0.926 0.453
O 0.962 -3.417 3.796 0.867 2.763 1.533
H 3.551 -1.456 -2.113 0.452 -0.502 0.004
C 4.860 -2.932 1.231 0.153 1.583 -1.588
H -0.214 -5.339 1.762 0.071 -0.099 -0.190
Na -2.267 -1.937 -0.067 -0.185 0.129 -0.146
C 3.436 2.763 -2.263 -0.721 -0.252 -0.380
H 1.628 -1.425 -4.380 -0.383 -0.476 -0.121
C 0.571 1.560 7.716 -0.520 -0.151 -0.746
O -2.187 -4.110 -6.150 0.499 0.712 0.662
H 2.254 0.057 -1.675 -0.178 0.939 0.695
C -0.458 -4.060 -0.764 1.868 0.316 1.461
H 5.260 -2.840 2.241 0.019 -0.809 0.267
N 0.201 0.224 3.236 2.322 -0.895 2.841
C -5.499 -0.290 0.053 -0.461 1.348 0.585
H -2.623 4.450 -3.228 0.713 0.312 -0.584
H 0.434 2.635 7.834 0.022 0.168 0.179
C 6.459 3.596 1.446 1.500 -0.435 0.368
H -0.265 -4.547 -2.760 0.251 0.690 -0.416
H 1.084 -5.305 4.230 -0.428 -0.429 0.028
C 1.998 -1.838 -3.442 0.686 -1.166 -0.764
H 3.359 -1.562 2.019 0.314 0.366 0.674
H 3.867 5.297 -2.409 -0.200 0.456 -0.176
H -2.157 -2.108 -4.345 0.123 0.071 -0.722
O -3.526 3.534 3.446 0.498 0.735 -0.838
O 1.361 0.361 -0.142 -1.641 -0.762 0.229
C -0.821 5.124 -1.538 -1.561 -0.020 -1.098
H 0.359 -4.783 -0.757 -0.125 -0.596 0.650
C -2.367 -4.203 -4.736 0.332 -0.984 0.128
C 3.836 -1.740 1.055 -1.234 -3.865 0.861
```
Positions in Å, forces in eV/Å.

Its energy above the lowest of the compared OMol25 structures with the same formula, charge and spin is 207.1 kcal per mole. Its total energy is -3786.104429 hartree. As for the charge: 0. Its LUMO energy is -0.0086 Eh.

| no. | largest force on an atom (eV Å⁻¹) |
| --- | --- |
| 1 | 3.015 |
| 2 | 0.972 |
| 3 | 4.676 |